No. 1
Entry from the Open Molecules 2025 dataset: a structure of composition C18H14AsClO4RuS in a non-equilibrium geometry (ωB97M-V with the def2-TZVPD basis set).

Element x y z (Å)
1 Ru 0.8757 -0.3335 2.3352
2 S -1.6248 1.7083 2.4732
3 C -2.2877 1.0169 1.0416
4 C -3.6517 1.3430 0.9508
5 C -4.3975 0.9021 -0.1299
6 C -3.7961 0.1432 -1.1195
7 C -2.4371 -0.1805 -1.0402
8 C -1.6747 0.2529 0.0265
9 As 0.1683 -0.2166 0.0885
10 C 0.7100 -1.4337 -1.2520
11 C 0.1897 -2.7285 -1.2716
12 C 0.6091 -3.5911 -2.2698
13 C 1.5320 -3.1642 -3.2186
14 C 2.0441 -1.8737 -3.1844
15 C 1.6388 -0.9930 -2.1947
16 C 1.2266 1.3596 0.2001
17 C 2.3500 1.1342 1.0243
18 C 3.0195 2.2143 1.6022
19 C 2.5696 3.5038 1.3541
20 C 1.4697 3.7164 0.5288
21 C 0.7702 2.6466 -0.0238
22 H -4.1245 1.9333 1.7292
23 H -5.4483 1.1492 -0.1922
24 H -4.3754 -0.2047 -1.9643
25 H -1.9786 -0.7725 -1.8230
26 H -0.5171 -3.0634 -0.5247
27 H 0.2212 -4.5999 -2.3039
28 H 1.8578 -3.8459 -3.9927
29 H 2.7601 -1.5510 -3.9276
30 H 2.0345 0.0147 -2.1647
31 H 2.8375 0.1496 1.0555
32 H 3.8993 2.0472 2.2095
33 H 3.0863 4.3469 1.7916
34 H 1.1405 4.7272 0.3257
35 H -0.1126 2.8252 -0.6259
36 O -0.5385 -2.4715 4.2502
37 Cl -0.1951 -2.1714 2.9121
38 O -0.9713 -2.8485 1.9261
39 O 1.3229 -2.3420 2.6388
40 O -0.2023 1.2512 2.7593

* net charge: +2
* HOMO energy (spin up / spin down): -15.60 / -15.60 eV
* spin multiplicity: 1

Atom charges from the natural (NBO) analysis, given in e for atoms 1 to 6: 0.53, 1.18, -0.25, -0.15, -0.17, -0.09

---

No. 2
Entry from the Open Molecules 2025 dataset: a structure of composition C8H21F4HgN3O12S4 in a non-equilibrium geometry (ωB97M-V with the def2-TZVPD basis set).

Element x y z (Å)
1 Hg 21.8109 -0.8402 -11.0419
2 N 22.4353 -1.7065 -12.9987
3 S 23.2272 -3.0976 -13.3306
4 O 24.3007 -3.3361 -12.4413
5 O 23.4657 -3.4212 -14.6618
6 F 22.1152 -4.0882 -12.8504
7 S 23.3215 -0.7255 -13.9994
8 O 22.9228 -0.7274 -15.3548
9 O 24.6746 -0.6184 -13.6657
10 F 22.6416 0.6564 -13.5374
11 N 21.5559 -2.7263 -9.7424
12 S 22.4161 -3.4411 -8.4639
13 O 23.4011 -4.3588 -8.8881
14 O 21.7311 -3.5647 -7.2532
15 F 23.3746 -2.1460 -8.2504
16 S 20.4917 -3.9295 -9.9181
17 O 19.3376 -3.9135 -9.0963
18 O 21.0550 -5.1728 -10.2382
19 F 19.9294 -3.3968 -11.3426
20 C 24.4930 0.9657 -10.5993
21 C 23.4142 2.0315 -10.6076
22 O 22.1434 1.6269 -11.0957
23 O 23.9457 -0.2384 -10.0749
24 H 25.3534 1.3015 -10.0130
25 H 24.9338 0.8242 -11.5975
26 H 23.8549 2.8789 -11.1465
27 H 23.3062 2.3832 -9.5708
28 H 21.6664 2.4416 -11.2821
29 H 24.5588 -0.7626 -9.5483
30 C 18.3837 -1.1008 -5.7446
31 O 18.7846 0.0985 -6.3993
32 C 20.1288 0.3076 -6.7413
33 C 20.1660 1.0450 -8.0656
34 N 19.8855 0.1054 -9.1841
35 C 18.8120 0.6595 -10.0414
36 C 18.5655 -0.1911 -11.2682
37 O 19.7296 -0.0099 -12.1021
38 C 19.5150 -0.5617 -13.4156
39 H 18.6152 -1.0532 -4.6699
40 H 18.8618 -2.0155 -6.0920
41 H 17.3141 -1.2057 -5.9075
42 H 20.8247 -0.5242 -6.6506
43 H 20.5138 1.0347 -5.9977
44 H 21.0902 1.6145 -8.1456
45 H 19.3503 1.7730 -7.9641
46 H 19.4643 -0.7394 -8.7927
47 H 19.1410 1.6602 -10.3188
48 H 17.9476 0.6951 -9.3694
49 H 17.6376 0.1149 -11.7521
50 H 18.4963 -1.2398 -10.9423
51 H 19.3191 -1.6305 -13.3394
52 H 20.4128 -0.3696 -13.9922
53 H 18.7046 -0.0166 -13.9023

* HOMO energy: -10.32 eV
* spin multiplicity: 1

Atom charges from the natural (NBO) analysis, given in e for atoms 1 to 6: 1.65, -1.31, 2.50, -0.91, -0.88, -0.48

---

No. 3
Entry from the Open Molecules 2025 dataset: a structure of composition C24H64B6CrF24N4O8 in a non-equilibrium geometry (ωB97M-V with the def2-TZVPD basis set).

Element x y z (Å)
1 Cr -0.5653 -8.2190 -12.8267
2 C 4.5807 -17.2998 -13.7975
3 O 4.8353 -16.0072 -14.2819
4 C 6.2017 -15.8353 -14.7385
5 C 6.3229 -14.3578 -15.0928
6 N 5.3299 -14.0862 -16.1880
7 H 5.6621 -14.7168 -16.9036
8 H 4.3761 -14.3191 -15.9511
9 C 5.3675 -12.6467 -16.6730
10 C 4.8281 -11.5991 -15.6703
11 O 3.8822 -12.2771 -14.9475
12 C 3.4778 -11.5705 -13.6820
13 H 4.6355 -18.0122 -14.6207
14 H 3.6480 -17.4295 -13.2486
15 H 5.3567 -17.6877 -13.1376
16 H 6.4669 -16.3605 -15.6561
17 H 6.9828 -16.1036 -14.0272
18 H 7.2437 -14.0014 -15.5546
19 H 6.0623 -13.7291 -14.2414
20 H 4.7953 -12.6255 -17.6005
21 H 6.4394 -12.4739 -16.7694
22 H 4.4224 -10.7503 -16.2208
23 H 5.6910 -11.4096 -15.0318
24 H 2.9154 -12.2924 -13.0898
25 H 2.9002 -10.6493 -13.7583
26 H 4.3212 -11.2853 -13.0532
27 C -4.2470 -12.4302 -7.9335
28 O -3.4764 -11.6525 -8.7316
29 C -2.4697 -12.3149 -9.6254
30 C -1.0514 -12.3793 -9.3079
31 N -0.6560 -11.0973 -8.6071
32 H 0.3118 -10.8675 -8.7822
33 H -1.1479 -10.3745 -9.1126
34 C -0.7671 -10.8622 -7.1360
35 C 0.0570 -11.9402 -6.2494
36 O 1.3440 -12.0974 -6.8105
37 C 2.3078 -11.0324 -6.8483
38 H -3.9720 -13.4747 -7.7872
39 H -5.2372 -12.4297 -8.3892
40 H -4.2266 -11.8589 -7.0054
41 H -2.5327 -11.6753 -10.5058
42 H -2.7722 -13.3098 -9.9523
43 H -0.5359 -12.5334 -10.2558
44 H -0.7229 -13.1827 -8.6485
45 H -1.8306 -11.0799 -7.0379
46 H -0.4633 -9.8312 -6.9548
47 H -0.4756 -12.8890 -6.3146
48 H 0.2580 -11.8204 -5.1848
49 H 2.6316 -10.8919 -5.8171
50 H 2.1753 -10.0476 -7.2963
51 H 3.1906 -11.3866 -7.3807
52 C -4.3075 -12.8621 -16.5545
53 O -3.0372 -13.0658 -17.2745
54 C -2.1285 -13.5501 -16.2645
55 C -0.7718 -13.9158 -16.8832
56 N -0.3694 -12.7699 -17.8227
57 H 0.4370 -12.9514 -18.4031
58 H -1.1486 -12.6047 -18.4438
59 C 0.0818 -11.5842 -17.0947
60 C 0.7652 -10.7155 -18.0843
61 O 1.9986 -11.2798 -18.4796
62 C 2.7212 -10.5051 -19.3616
63 H -5.0960 -12.6238 -17.2683
64 H -4.3583 -12.0634 -15.8144
65 H -4.7520 -13.6143 -15.9027
66 H -2.6837 -14.4045 -15.8773
67 H -1.8670 -12.8058 -15.5124
68 H -0.7663 -14.6859 -17.6546
69 H 0.0603 -14.0808 -16.1987
70 H 0.7622 -11.8685 -16.2920
71 H -0.7315 -10.9775 -16.6965
72 H 0.8905 -9.7092 -17.6845
73 H 0.1636 -10.5658 -18.9808
74 H 3.0392 -9.5499 -18.9437
75 H 2.1250 -10.3817 -20.2657
76 H 3.6344 -11.0546 -19.5902
77 C 9.5782 -5.4748 -10.9687
78 O 9.0686 -5.2307 -12.2845
79 C 10.0902 -5.6698 -13.2138
80 C 9.5297 -5.0971 -14.5239
81 N 8.1050 -5.4904 -14.9431
82 H 7.4347 -5.0074 -14.3622
83 H 7.9370 -5.2843 -15.9175
84 C 7.8871 -6.9973 -14.8929
85 C 6.5270 -7.4715 -15.3319
86 O 5.5046 -6.7407 -14.7237
87 C 4.3762 -7.3463 -14.3208
88 H 10.2393 -4.7211 -10.5409
89 H 10.0724 -6.4314 -10.7992
90 H 8.7592 -5.4595 -10.2496
91 H 10.2269 -6.7467 -13.1153
92 H 11.0170 -5.2318 -12.8432
93 H 10.2824 -5.2745 -15.2921
94 H 9.2995 -4.0372 -14.4158
95 H 8.0513 -7.1993 -13.8344
96 H 8.7225 -7.3101 -15.5193
97 H 6.3184 -8.5347 -15.2124
98 H 6.4477 -7.3646 -16.4138
99 H 4.5619 -7.6996 -13.3065
100 H 4.0956 -8.2763 -14.8151
101 H 3.5591 -6.6251 -14.3372
102 B -0.3047 -11.4316 -13.2007
103 F -0.2921 -10.1764 -13.6017
104 F 0.4163 -11.4861 -12.0042
105 F -1.7113 -11.7516 -13.2524
106 F 0.2814 -12.3050 -14.1199
107 B -0.8461 -5.4133 -13.0039
108 F -1.8822 -4.9981 -12.1660
109 F 0.1715 -6.1431 -12.4206
110 F -1.2453 -6.4367 -13.7806
111 F -0.3829 -4.4551 -13.8064
112 B 1.7618 -8.4237 -10.4461
113 F 1.0198 -8.8062 -11.5596
114 F 3.0619 -8.4090 -10.6781
115 F 1.2853 -7.2268 -10.0084
116 F 1.7050 -9.4944 -9.6207
117 B 0.7986 -8.0245 -15.2080
118 F 0.9307 -6.7899 -15.7667
119 F 1.1564 -7.9507 -13.9186
120 F -0.4776 -8.4911 -15.2195
121 F 1.6631 -8.9664 -15.6902
122 B -2.1154 -8.4606 -10.5642
123 F -1.7074 -7.4304 -11.3214
124 F -1.5423 -8.5010 -9.3024
125 F -3.4680 -8.5461 -10.5366
126 F -1.5757 -9.4109 -11.3751
127 B -3.4161 -8.7786 -14.3880
128 F -2.4532 -8.6118 -13.4872
129 F -3.1247 -9.9705 -14.9746
130 F -4.6482 -8.7706 -13.7900
131 F -3.3953 -7.7055 -15.2781

* net charge: +1
* HOMO energy (spin up / spin down): -10.98 / -10.98 eV
* expectation value of S²: 3.760
* spin multiplicity: 4

Atom charges from the Löwdin analysis, given in e for atoms 1 to 6: 1.48, -0.10, -0.17, -0.17, -0.09, 0.05

---

Molecular weight in Da, matching the order above: 537.8, 756.1, 1109.6
ΔE to the lowest compared entry with this formula, charge and spin in kcal per mole, matching the order above: 19.97, 13.08, 42.18
Electronic energy in a.u., matching the order above: -4183.33803, -3530.04606, -5364.84533